Here is a molecular structure, C9H15BrN4O from the Open Molecules 2025 dataset. Energies are from wB97M-V/def2-TZVPD.

HOMO level (alpha / beta) = -16.49 / -16.23 eV
maximum force = 3.934 eV/A
⟨S²⟩ = 2.0571
DFT total energy = -3219.24574 Eh
net charge = +2
molecular weight = 275.150 g/mol
2S+1 = 3
Kohn-Sham gap (alpha / beta) = 8.398 / 5.529 eV

Last column: Mulliken charge in e.
Geometry (Å):
C -2.562 -2.950 0.429  -0.1334
C -0.850 0.028 -0.379  -0.5341
C -3.816 -2.083 0.406  -0.5574
C -3.217 -0.653 0.149  -0.7125
C 0.935 2.174 0.253  -0.5809
C 2.437 0.694 -1.124  -0.4821
C 2.310 2.470 0.987  -0.7145
C 3.687 0.887 -0.229  -0.3446
C -1.890 -0.957 -0.479  0.8503
N 1.229 0.857 -0.463  -0.2363
N 1.226 -1.289 -0.264  -0.9059
N -1.552 -2.319 -0.045  -0.3740
N 0.476 -0.199 -0.245  1.0669
O 3.520 2.108 0.340  -0.2752
Br 0.786 -2.891 0.366  0.3782
H -2.425 -3.962 0.890  0.3907
H -1.123 1.107 -0.555  0.3784
H -4.519 -2.408 -0.378  0.3127
H -4.304 -2.181 1.414  0.3285
H -3.880 -0.130 -0.638  0.3513
H -3.167 -0.088 1.098  0.4026
H 0.310 2.195 1.148  0.3973
H 0.655 2.912 -0.428  0.4452
H 2.488 1.535 -1.845  0.3945
H 2.441 -0.295 -1.594  0.4361
H 2.559 3.545 1.382  0.3646
H 2.169 1.932 1.861  0.4283
H 3.691 0.007 0.477  0.3094
H 4.642 0.991 -0.940  0.3428
H -2.253 -1.036 -1.594  0.2733

Here is a molecular structure, C53H61AsN5PbS2SeSi2 from the Open Molecules 2025 dataset. Energies are from wB97M-V/def2-TZVPD.

HOMO level = -14.27 eV
maximum force = 0.465 eV/A
DFT total energy = -8534.65567 Eh
net charge = +3
molecular weight = 1249.494 g/mol
2S+1 = 1
ΔE to the lowest compared entry with this formula, charge and spin = 37.31 kJ/mol
Kohn-Sham gap = 4.370 eV

Last column: Mulliken charge in e.
Geometry (Å):
Pb 0.056 -0.787 0.187  1.9710
S -1.660 0.277 1.989  -0.0395
C -2.867 1.159 1.196  -0.4584
N -3.776 1.794 1.890  0.3163
C -4.805 2.594 1.216  -0.6063
C -5.234 1.892 -0.039  -0.9621
N -4.055 1.622 -0.868  0.1479
C -4.214 1.740 -2.323  -1.4986
C -3.621 3.011 -2.892  1.0114
C -3.756 4.235 -2.247  -0.2430
C -3.248 5.390 -2.823  -0.8988
C -2.613 5.331 -4.056  -0.5294
C -2.479 4.112 -4.704  -0.7670
C -2.975 2.956 -4.119  -0.1079
C -2.909 1.271 -0.321  -0.5318
S -1.540 1.039 -1.266  0.4315
C -3.823 1.777 3.372  -2.4322
C -4.603 0.593 3.893  1.0920
C -3.948 -0.533 4.380  0.0841
C -4.677 -1.613 4.855  -0.8018
C -6.063 -1.581 4.845  -0.5542
C -6.724 -0.454 4.377  -0.7981
C -5.996 0.629 3.908  -0.2715
H -4.402 3.589 1.007  0.3286
H -5.654 2.703 1.885  0.4901
H -5.920 2.520 -0.604  0.5881
H -5.741 0.952 0.196  0.3658
H -5.285 1.686 -2.522  0.7369
H -3.730 0.881 -2.790  0.0930
H -4.267 4.305 -1.294  0.3008
H -3.358 6.339 -2.315  0.4676
H -2.236 6.234 -4.515  0.4628
H -1.994 4.063 -5.671  0.4139
H -2.865 2.002 -4.623  0.4423
H -4.299 2.710 3.670  0.6336
H -2.802 1.774 3.746  0.8375
H -2.865 -0.554 4.411  0.4591
H -4.161 -2.477 5.253  0.4390
H -6.629 -2.421 5.223  0.4251
H -7.804 -0.406 4.403  0.4210
H -6.526 1.520 3.594  0.3761
C 3.005 2.009 2.654  -0.7651
Si 2.660 0.836 4.060  -0.1022
C 4.133 0.587 5.189  -1.0515
C 1.092 1.267 4.966  -0.9752
C 2.452 -0.903 3.229  1.2788
C 1.303 -1.711 3.608  -1.0983
C 1.316 -2.170 4.930  -0.3876
C 0.383 -3.125 5.299  -0.8415
C -0.591 -3.498 4.387  -0.9803
C -0.589 -2.900 3.136  -0.6754
N 0.356 -2.054 2.723  1.3875
Si 3.797 -1.829 2.188  -0.1125
C 2.956 -3.015 1.018  -0.4055
C 4.603 -2.779 3.586  -1.0849
C 4.892 -0.622 1.299  -0.0878
H 2.943 3.026 3.049  0.6060
H 2.274 1.925 1.846  0.0787
H 4.002 1.870 2.240  0.2506
H 4.347 1.550 5.657  0.4664
H 5.020 0.276 4.638  0.3246
H 3.937 -0.131 5.985  0.3656
H 1.327 1.860 5.852  0.5253
H 0.538 0.389 5.301  0.3239
H 0.432 1.862 4.333  0.2107
H 2.061 -1.816 5.630  0.5020
H 0.395 -3.538 6.299  0.5533
H -1.356 -4.216 4.645  0.5813
H -1.384 -3.109 2.431  0.2563
H 2.306 -3.722 1.534  0.3333
H 3.731 -3.584 0.500  0.6271
H 2.383 -2.483 0.256  -0.4229
H 3.890 -3.458 4.056  0.3442
H 5.054 -2.150 4.351  0.3454
H 5.395 -3.381 3.132  0.4429
H 4.295 0.118 0.766  -0.6758
H 5.481 -1.168 0.558  0.4990
H 5.586 -0.106 1.963  0.6022
C 6.845 -0.188 -4.327  -0.5946
C 6.827 0.401 -3.071  -0.8417
C 5.656 0.418 -2.329  -0.2379
C 4.494 -0.141 -2.850  0.7899
C 4.511 -0.734 -4.106  -0.1103
C 5.689 -0.757 -4.842  -0.7396
As 2.883 -0.098 -1.748  0.9091
C 2.548 1.814 -1.699  0.5207
C 3.170 2.756 -0.894  -0.6225
C 2.790 4.089 -0.981  -0.8134
C 1.777 4.468 -1.854  -1.1166
C 1.150 3.527 -2.657  -0.3479
C 1.539 2.194 -2.592  0.3921
C 0.986 1.093 -3.403  -0.4425
C 0.050 1.228 -4.422  -0.3505
C -0.375 0.112 -5.125  -1.1897
C 0.111 -1.152 -4.807  -0.9165
C 1.040 -1.300 -3.784  -1.0733
C 1.497 -0.178 -3.105  0.1836
H 7.758 -0.203 -4.906  0.4086
H 7.726 0.852 -2.673  0.4266
H 5.652 0.881 -1.348  0.2961
H 3.612 -1.161 -4.532  0.3079
H 5.700 -1.213 -5.822  0.4294
H 3.964 2.466 -0.214  0.3944
H 3.286 4.832 -0.372  0.4996
H 1.481 5.506 -1.915  0.4704
H 0.365 3.839 -3.336  0.4981
H -0.325 2.208 -4.687  0.7379
H -1.072 0.226 -5.946  0.5174
H -0.202 -2.012 -5.384  0.5930
H 1.448 -2.282 -3.559  0.7558
C 0.466 -5.088 -1.360  -0.9817
N -0.512 -4.571 -2.308  0.2133
C -0.640 -4.999 -3.610  -0.5226
C -1.636 -4.276 -4.168  -0.6231
N -2.102 -3.413 -3.202  0.3953
C -3.145 -2.419 -3.417  -1.0235
C -1.408 -3.598 -2.069  0.0447
Se -1.796 -2.820 -0.402  -0.4559
H 0.690 -6.119 -1.617  0.3732
H 0.048 -5.045 -0.358  0.3334
H 1.381 -4.497 -1.403  0.3344
H -0.028 -5.780 -4.025  0.5287
H -2.055 -4.313 -5.158  0.5471
H -3.842 -2.799 -4.159  0.3692
H -2.694 -1.492 -3.769  0.3373
H -3.668 -2.244 -2.481  0.3235

Here is a molecular structure, C8H7N3S2 from the Open Molecules 2025 dataset. Energies are from wB97M-V/def2-TZVPD.

HOMO level = -8.37 eV
maximum force = 4.731 eV/A
DFT total energy = -1269.56245 Eh
molecular weight = 209.299 g/mol
2S+1 = 1
ΔE to the lowest compared entry with this formula, charge and spin = 194.77 kJ/mol
Kohn-Sham gap = 7.617 eV

Last column: Mulliken charge in e.
Geometry (Å):
C -3.615 0.870 -0.345  -0.6211
C -3.608 -0.357 0.356  -0.2136
C -2.454 1.577 -0.577  -0.7175
C -2.494 -0.955 0.773  -0.6734
C -1.292 1.041 -0.055  0.3805
C -1.316 -0.257 0.538  0.7724
C 2.552 0.324 0.317  0.4391
C 4.604 -1.046 -0.600  -0.9970
N 0.060 1.396 -0.048  -0.8059
N -0.051 -0.655 0.755  -0.8720
N 0.626 0.379 0.415  0.7572
S 3.350 1.568 0.855  -0.1758
S 2.801 -1.234 -0.214  0.0897
H -4.456 1.096 -0.877  0.4364
H -4.614 -0.710 0.680  0.3031
H -2.313 2.441 -1.123  0.4862
H -2.521 -1.963 1.289  0.3258
H 5.230 -1.112 0.263  0.3624
H 4.923 -0.391 -1.377  0.3812
H 4.587 -2.012 -1.023  0.3424

Here is C3H6N2O2 in the gas phase from the Open Molecules 2025 dataset. Energies are from wB97M-V/def2-TZVPD.

HOMO level (alpha / beta) = -9.22 / -9.70 eV
maximum force = 2.990 eV/A
⟨S²⟩ = 2.0458
DFT total energy = -377.75140 Eh
molecular weight = 102.093 g/mol
2S+1 = 3
ΔE to the lowest compared entry with this formula, charge and spin = 56.65 kJ/mol
Kohn-Sham gap (alpha / beta) = 10.024 / 8.274 eV

Last column: Mulliken charge in e.
Geometry (Å):
C -0.394 -1.049 0.250  -0.8735
C -1.726 -0.533 0.146  0.1786
C 0.703 -0.016 -0.054  1.1602
N -2.275 0.580 -0.125  -0.5323
N 0.192 1.321 -0.283  -0.6330
O 1.468 -0.409 -1.165  -0.5510
O 1.676 0.123 0.971  -0.5908
H -0.208 -2.124 0.488  0.3489
H -2.526 -1.253 -0.173  0.3163
H 0.097 1.709 -1.262  0.2504
H -0.699 1.399 0.169  0.2839
H 2.263 -0.059 -0.822  0.3400
H 1.428 0.310 1.861  0.3022

Please write out number 4 again, unchanged.
Here is C3H6N2O2 in the gas phase from the Open Molecules 2025 dataset. Energies are from wB97M-V/def2-TZVPD.

HOMO level (alpha / beta) = -9.22 / -9.70 eV
maximum force = 2.990 eV/A
⟨S²⟩ = 2.0458
DFT total energy = -377.75140 Eh
molecular weight = 102.093 g/mol
2S+1 = 3
ΔE to the lowest compared entry with this formula, charge and spin = 56.65 kJ/mol
Kohn-Sham gap (alpha / beta) = 10.024 / 8.274 eV

Last column: Mulliken charge in e.
Geometry (Å):
C -0.394 -1.049 0.250  -0.8735
C -1.726 -0.533 0.146  0.1786
C 0.703 -0.016 -0.054  1.1602
N -2.275 0.580 -0.125  -0.5323
N 0.192 1.321 -0.283  -0.6330
O 1.468 -0.409 -1.165  -0.5510
O 1.676 0.123 0.971  -0.5908
H -0.208 -2.124 0.488  0.3489
H -2.526 -1.253 -0.173  0.3163
H 0.097 1.709 -1.262  0.2504
H -0.699 1.399 0.169  0.2839
H 2.263 -0.059 -0.822  0.3400
H 1.428 0.310 1.861  0.3022

What did the fourth record say?
Here is C3H6N2O2 in the gas phase from the Open Molecules 2025 dataset. Energies are from wB97M-V/def2-TZVPD.

HOMO level (alpha / beta) = -9.22 / -9.70 eV
maximum force = 2.990 eV/A
⟨S²⟩ = 2.0458
DFT total energy = -377.75140 Eh
molecular weight = 102.093 g/mol
2S+1 = 3
ΔE to the lowest compared entry with this formula, charge and spin = 56.65 kJ/mol
Kohn-Sham gap (alpha / beta) = 10.024 / 8.274 eV

Last column: Mulliken charge in e.
Geometry (Å):
C -0.394 -1.049 0.250  -0.8735
C -1.726 -0.533 0.146  0.1786
C 0.703 -0.016 -0.054  1.1602
N -2.275 0.580 -0.125  -0.5323
N 0.192 1.321 -0.283  -0.6330
O 1.468 -0.409 -1.165  -0.5510
O 1.676 0.123 0.971  -0.5908
H -0.208 -2.124 0.488  0.3489
H -2.526 -1.253 -0.173  0.3163
H 0.097 1.709 -1.262  0.2504
H -0.699 1.399 0.169  0.2839
H 2.263 -0.059 -0.822  0.3400
H 1.428 0.310 1.861  0.3022